CH2Cl2FP | ωB97M-V/def2-TZVPD

Last column: Mulliken charge in e.
Geometry (Å):
Cl: -3.59 -1.60 -0.22  -0.150
P: -2.88 0.03 0.71  0.291
Cl: -3.56 1.47 -0.50  -0.154
H: 0.56 0.84 -0.35  0.329
H: 0.62 -0.92 0.33  0.337
C: 0.32 -0.20 -0.40  -0.463
F: 0.10 -0.67 -1.62  -0.190

Summary:
F_max: 1.1 eV Å⁻¹
E_tot: -38118.7751 eV
Kohn-Sham gap (spin up / spin down): 7.562 / 8.571 eV
Energy relative to the best compared isomer or geometry (same formula, charge and spin): 203.63 kJ/mol
HOMO level (spin up / spin down): -0.3168 / -0.3016 hartree